The ion CH2NO3S with charge -1. Source: the Open Molecules 2025 dataset; level of theory: the ωB97M-V functional and the def2-TZVPD basis.

The molar mass is 108.10 g mol⁻¹. The calculation puts the relative energy (zero: lowest compared OMol25 entry of this formula, charge and spin) at 100.2 kJ/mol. The total energy is -718.00326 Ha. As for the SMILES: NC([O-])=S(=O)=O.

ORCA input file:
```
! wB97M-V def2-TZVPD RIJCOSX def2/J DEFGRID3
* xyz -1 1
N 1.2190 0.0305 0.1752
C 0.2524 -0.8751 0.0650
O 0.3197 -2.1004 -0.0019
S -1.6368 0.3273 0.2940
O -0.7679 1.5595 0.3442
O -2.3424 0.0899 -1.0237
H 2.1037 -0.1117 -0.0490
H 0.8524 1.0800 0.1963
*
```